{
  "formula": "C2H2F2O2",
  "method": "ωB97M-V/def2-TZVPD",
  "largest_force_ev_per_a": 2.07,
  "elements": ["C", "C", "O", "O", "F", "F", "H", "H"],
  "positions_angstrom": [[0.30375, -1.40345, -1.13598], [-0.29207, 0.50848, 0.98098], [1.24397, -2.06707, -1.38509], [0.62048, 1.45979, 0.96652], [-0.82038, -1.33063, -1.79411], [-1.41197, 0.80279, 0.30769], [-0.44531, 0.11656, 1.94592], [0.80152, 1.91354, 0.11406]]
}

=====

{
  "formula": "C2H2F2O2",
  "method": "ωB97M-V/def2-TZVPD",
  "s_squared": 2.005,
  "spin_multiplicity": 3,
  "largest_force_ev_per_a": 11.65,
  "elements": ["C", "C", "O", "O", "F", "F", "H", "H"],
  "positions_angstrom": [[0.06363, -0.51657, 0.38721], [-0.02411, 0.56178, -0.39489], [-0.94626, -1.22904, 0.92162], [0.94732, 1.28172, -0.89037], [1.20791, -1.31801, 0.51799], [-1.23614, 1.16480, -0.55173], [-0.95675, -2.18937, 0.69741], [0.94440, 2.24469, -0.68724]]
}

=====

no.,DFT total energy (eV)
1,-11632.5656
2,-11630.4500